C28H62ClN10O12P2 | wB97M-V/def2-TZVPD

total energy = -3697.11343 a.u.
charge = +1
HOMO-LUMO gap = 8.2 eV
max |F| = 0.1029 Eh/bohr

Cartesian coordinates (Å):
C (5.378, 0.440, 0.549)
C (4.445, -0.865, 0.229)
C (2.860, -0.468, 0.184)
O (2.076, -1.249, -0.708)
C (1.833, -0.753, -2.040)
P (2.917, 0.686, -2.611)
O (2.245, 2.072, -2.632)
C (0.239, -0.331, -2.023)
C (-0.385, -0.375, -0.516)
C (-1.870, 0.304, -0.454)
C (-2.672, -0.575, 0.667)
C (-4.031, 0.135, 1.155)
C (-4.674, -0.867, 2.274)
C (-4.035, -0.647, 3.728)
O (-2.785, 0.105, 3.725)
C (-1.780, -0.541, 4.501)
C (-1.000, -1.869, 4.069)
O (-1.455, -0.012, 5.593)
C (-0.662, -1.101, -3.110)
C (-1.284, -2.391, -2.402)
N (-0.059, -1.283, -4.457)
C (0.495, -0.061, -5.137)
C (-0.159, 1.352, -4.868)
O (-1.363, 1.660, -4.714)
C (-0.967, -1.936, -5.481)
C (-2.152, -1.035, -6.057)
O (-3.264, -0.873, -5.108)
C (-4.354, -0.213, -5.754)
O (-4.932, -0.681, -6.774)
C (-4.849, 1.192, -5.116)
C (-4.374, 2.389, -6.105)
C (1.170, -2.195, -4.312)
N (0.804, -3.653, -4.497)
C (1.971, -2.112, -2.950)
P (3.752, -2.829, -2.985)
O (4.937, -1.635, -3.251)
Cl (4.008, -4.075, -4.722)
H (5.927, 0.259, 1.549)
H (4.780, 1.408, 0.582)
H (6.214, 0.445, -0.248)
H (4.783, -1.438, -0.696)
H (4.630, -1.573, 1.123)
H (2.507, -0.761, 1.251)
H (2.699, 0.675, 0.175)
H (3.439, 0.468, -3.954)
H (4.129, 0.859, -1.828)
H (0.104, 0.796, -2.264)
H (-0.363, -1.402, -0.038)
H (0.272, 0.367, 0.081)
H (-2.462, 0.172, -1.419)
H (-1.843, 1.393, -0.123)
H (-2.973, -1.575, 0.170)
H (-1.931, -0.766, 1.511)
H (-3.835, 1.184, 1.575)
H (-4.806, 0.207, 0.316)
H (-5.816, -0.847, 2.244)
H (-4.345, -1.923, 1.934)
H (-3.819, -1.671, 4.185)
H (-4.784, -0.062, 4.369)
H (-0.636, -1.790, 2.984)
H (-1.655, -2.795, 4.242)
H (-0.064, -2.027, 4.727)
H (-1.573, -0.403, -3.267)
H (-2.225, -2.044, -1.827)
H (-1.620, -3.246, -3.063)
H (-0.614, -2.869, -1.591)
H (1.634, 0.077, -4.993)
H (0.438, -0.236, -6.282)
H (0.554, 2.268, -4.869)
H (-0.346, -2.275, -6.395)
H (-1.515, -2.866, -5.128)
H (-1.838, -0.055, -6.549)
H (-2.615, -1.660, -6.917)
H (-5.994, 1.164, -4.973)
H (-4.383, 1.263, -4.076)
H (-3.722, 1.922, -6.915)
H (-3.778, 3.166, -5.514)
H (-5.318, 2.863, -6.536)
H (1.923, -2.036, -5.179)
H (0.995, -3.936, -5.467)
H (1.359, -4.262, -3.893)
H (1.442, -2.893, -2.269)
H (4.872, -1.215, -4.138)
C (2.547, -0.094, 7.416)
O (3.688, -0.160, 7.843)
N (1.892, 1.080, 7.248)
N (1.829, -1.191, 7.070)
H (0.952, 1.152, 6.897)
H (2.389, 1.920, 7.493)
H (2.277, -2.085, 7.179)
H (0.889, -1.155, 6.716)
C (2.292, 3.823, 4.237)
O (2.161, 2.774, 3.619)
N (2.466, 5.018, 3.623)
N (2.274, 3.882, 5.592)
H (2.575, 5.892, 4.113)
H (2.485, 5.018, 2.616)
H (2.146, 3.014, 6.088)
H (2.379, 4.733, 6.116)
C (-0.207, -5.328, 3.222)
O (-1.047, -4.554, 2.782)
N (0.926, -4.906, 3.836)
N (-0.337, -6.673, 3.135)
H (1.627, -5.524, 4.204)
H (1.060, -3.911, 3.921)
H (-1.166, -7.026, 2.686)
H (0.340, -7.325, 3.490)
C (0.445, 7.930, 3.757)
O (1.591, 7.865, 4.183)
N (-0.206, 9.106, 3.591)
N (-0.271, 6.831, 3.416)
H (-1.145, 9.181, 3.245)
H (0.294, 9.946, 3.835)
H (0.181, 5.935, 3.525)
H (-1.211, 6.862, 3.065)

Atom charges from the Löwdin analysis, given in e for atoms 1 to 99:
1. C -0.12
2. C -0.21
3. C -0.24
4. O -0.21
5. C -0.44
6. P 0.82
7. O -0.45
8. C -0.15
9. C -0.13
10. C -0.15
11. C -0.20
12. C -0.18
13. C -0.15
14. C -0.16
15. O -0.09
16. C -0.39
17. C -0.01
18. O 0.05
19. C -0.23
20. C -0.01
21. N -0.15
22. C -0.07
23. C -0.15
24. O 0.03
25. C -0.08
26. C -0.13
27. O -0.07
28. C -0.36
29. O 0.07
30. C -0.12
31. C -0.09
32. C -0.33
33. N 0.04
34. C -0.35
35. P 0.70
36. O -0.40
37. Cl 0.20
38. H 0.08
39. H 0.07
40. H 0.08
41. H 0.06
42. H 0.11
43. H 0.15
44. H 0.13
45. H 0.02
46. H 0.05
47. H 0.13
48. H 0.11
49. H 0.13
50. H 0.10
51. H 0.12
52. H 0.11
53. H 0.09
54. H 0.12
55. H 0.11
56. H 0.12
57. H 0.11
58. H 0.13
59. H 0.14
60. H 0.08
61. H 0.09
62. H 0.08
63. H 0.14
64. H 0.09
65. H 0.09
66. H 0.10
67. H 0.11
68. H 0.17
69. H 0.15
70. H 0.16
71. H 0.14
72. H 0.13
73. H 0.15
74. H 0.13
75. H 0.10
76. H 0.08
77. H 0.08
78. H 0.09
79. H 0.15
80. H 0.09
81. H 0.06
82. H 0.13
83. H 0.04
84. C -0.69
85. O 0.03
86. N 0.15
87. N 0.15
88. H 0.10
89. H 0.09
90. H 0.10
91. H 0.07
92. C -0.70
93. O 0.00
94. N 0.15
95. N 0.16
96. H 0.07
97. H 0.11
98. H 0.06
99. H 0.11